DFT (ωB97M-V/def2-TZVPD) results for 2 unconnected molecules or ions with the total composition C3H7NO2.

Output
2S+1: 1
HOMO (eV): -10.8
Calculated total energy (eV): -8809.425
Orbital gap (eV): 11.42
SMILES string: N=C=O.CCO

Cartesian coordinates (Å):
N: -0.143 -0.305 -2.304
C: -0.857 -1.171 -1.842
O: -1.548 -2.050 -1.486
H: 0.298 0.421 -1.736
C: 0.374 -0.724 0.893
C: -0.224 0.669 0.803
O: 0.614 1.444 -0.055
H: 0.666 -1.078 -0.096
H: 1.279 -0.723 1.504
H: -0.350 -1.430 1.310
H: -1.249 0.636 0.403
H: -0.275 1.120 1.803
H: 0.293 2.355 -0.052